Density functional theory data (ωB97M-V/def2-TZVPD) for a gas-phase ion, C23H35FN5O2 (charge +1).

Geometry as XYZ:
```
66
Properties=species:S:1:pos:R:3:forces:R:3
C -7.61073 -1.29574 -0.89851 -0.05 0.25 0.22
C -7.71155 -0.21936 0.18811 0.06 -0.19 -0.14
N -6.92694 0.97704 -0.04542 0.23 0.28 0.26
C -7.55573 1.94339 -0.92885 -0.19 0.10 0.21
C -8.49599 2.85921 -0.14736 0.16 -0.11 -0.28
C -5.51228 0.77631 -0.25176 -0.03 -0.13 0.10
C -4.85521 0.08627 0.95243 -0.37 -0.06 -0.20
N -3.41831 0.15439 0.86202 0.04 0.27 -0.02
C -2.66683 -0.91360 0.56591 0.11 0.21 0.07
O -3.09843 -2.04224 0.39929 -0.02 -0.35 -0.07
C -1.18914 -0.64579 0.47311 0.03 0.08 -0.02
C -0.40761 -1.74332 0.29701 -0.28 0.22 0.05
N 0.93983 -1.73979 0.18683 -0.25 -0.16 0.01
C 1.69608 -2.97957 0.01788 0.26 -0.44 -0.06
C 0.86429 -4.25216 0.00446 0.07 0.23 0.01
C 1.60463 -0.54209 0.23739 0.12 0.80 0.06
C 3.00318 -0.46327 0.11772 0.27 0.24 0.00
C 3.64023 0.76476 0.17353 -0.95 -0.09 0.08
N 5.08970 0.89977 0.05505 -0.28 0.38 0.06
C 5.62083 0.46058 -1.26000 0.52 -0.05 -0.93
C 7.10913 0.78340 -1.33593 -0.10 -0.23 0.15
N 7.79762 0.08975 -0.26656 -0.21 0.09 0.03
C 9.24019 0.15547 -0.39090 0.09 0.04 0.00
C 7.32221 0.56107 1.01819 -0.13 -0.19 -0.17
C 5.83896 0.23297 1.14970 0.68 -0.22 0.80
C 2.89489 1.93064 0.34835 0.13 -0.18 -0.03
F 3.58092 3.09597 0.39358 -0.07 -0.04 0.00
C 1.53155 1.88571 0.46746 0.20 -0.22 -0.04
C 0.87252 0.65456 0.41356 0.60 0.12 -0.04
C -0.59689 0.66990 0.55242 -0.31 -0.28 0.01
O -1.20211 1.72502 0.71440 0.27 0.03 -0.01
H -8.32765 -2.08524 -0.69154 -0.06 -0.14 -0.03
H -7.83437 -0.87785 -1.87775 -0.01 -0.01 -0.13
H -6.61741 -1.73607 -0.92513 0.12 -0.09 -0.06
H -7.40722 -0.64659 1.14695 -0.15 -0.04 0.03
H -8.75209 0.09466 0.28498 0.01 -0.04 0.12
H -6.78020 2.55351 -1.39643 -0.01 -0.08 -0.05
H -8.11499 1.44666 -1.73352 0.08 0.04 -0.10
H -8.92849 3.60165 -0.81254 -0.15 0.12 -0.05
H -9.30310 2.29273 0.30838 -0.12 -0.04 0.07
H -7.94758 3.36815 0.64037 0.05 0.05 0.08
H -5.05197 1.76286 -0.36477 0.00 -0.07 -0.05
H -5.28836 0.19537 -1.16193 0.14 0.02 0.00
H -5.18455 0.58012 1.87056 -0.04 -0.07 -0.05
H -5.11919 -0.97195 0.99016 -0.05 0.13 0.10
H -2.96539 1.06127 0.92099 0.07 -0.23 -0.03
H -0.91750 -2.69298 0.24178 0.02 -0.05 -0.01
H 2.41702 -3.04598 0.84080 0.01 0.04 -0.13
H 2.24581 -2.91273 -0.92813 0.03 0.02 0.13
H 1.54097 -5.09514 -0.11304 0.04 -0.02 -0.01
H 0.32227 -4.38599 0.93656 -0.08 -0.05 0.06
H 0.16535 -4.26700 -0.82715 -0.09 -0.04 -0.05
H 3.59259 -1.35251 -0.01952 0.07 -0.16 -0.02
H 5.28605 1.90939 0.13260 -0.11 -0.16 -0.01
H 5.47424 -0.61633 -1.34770 -0.09 0.09 0.10
H 5.06809 0.96761 -2.05263 -0.07 0.00 0.17
H 7.49800 0.43006 -2.29199 -0.10 0.08 -0.01
H 7.25802 1.87888 -1.29245 0.01 -0.03 -0.04
H 9.68933 -0.43711 0.40245 0.08 -0.01 0.01
H 9.53098 -0.27166 -1.34761 0.08 -0.01 -0.03
H 9.62391 1.18179 -0.32859 0.04 0.04 0.00
H 7.86900 0.04286 1.80724 -0.10 0.07 0.05
H 7.47942 1.64789 1.15315 0.02 -0.03 0.03
H 5.69244 -0.84381 1.06043 -0.10 0.11 -0.06
H 5.44466 0.57447 2.10822 -0.10 0.03 -0.15
H 0.94290 2.77975 0.60369 -0.06 0.11 0.02
```
Forces are in eV/Å.

Its highest occupied orbital energy is -9.4 eV. For the electronic energy, the calculation gives -1421.33306 Eh. The calculation puts the LUMO energy at -3.3 eV. As for the energy relative to the best compared isomer or geometry (same formula, charge and spin): 0.1068 eV. Its net charge is +1. The value obtained for the gap between HOMO and LUMO is 6.08 eV. The SMILES is CCN(CC)CCNC(=O)c1cn(CC)c2cc([NH+]3CCN(C)CC3)c(F)cc2c1=O.

Density functional theory data (ωB97M-V/def2-TZVPD) for a molecular structure, C40H36IMoN13S3.

Geometry as XYZ:
```
94
Properties=species:S:1:pos:R:3:forces:R:3
Mo 0.01262 1.26420 2.26361 -2.55 3.81 7.31
N -1.84159 -0.62069 5.01788 -1.31 -0.80 0.53
C -0.51766 -0.42879 5.34731 1.36 0.50 -0.14
N 0.07384 -1.08257 6.34583 -0.39 0.37 -0.79
N 1.32172 -0.63216 6.33934 0.78 1.51 -0.83
N 1.47793 0.29419 5.37338 0.40 -1.65 1.30
N 0.33285 0.43762 4.73487 -1.25 -1.11 -0.70
C -2.38663 -0.50339 3.78012 -0.11 1.00 -1.19
N -3.49986 -1.13086 3.33532 1.25 1.09 -0.89
N -3.67411 -0.63359 2.07855 1.55 1.64 0.22
N -2.73446 0.30009 1.78632 -1.30 -2.59 1.70
N -1.90776 0.38768 2.89064 -0.64 -1.48 -1.80
H -2.36945 -1.26766 5.59181 0.47 0.12 0.14
N -0.67865 2.11927 0.82358 -1.16 1.88 -6.46
S -1.09795 1.95200 -0.68417 -0.11 1.16 3.36
N -1.01348 0.63047 -1.51616 0.54 -4.23 -1.68
S -0.07838 -0.65360 -1.68726 0.25 2.05 1.40
N 1.20129 -0.97651 -0.77018 -1.30 -0.32 -2.17
S 1.45964 -1.26168 0.77980 -0.88 1.54 3.42
N 0.85817 -0.28988 1.80460 3.41 -6.71 -3.57
C 1.16818 -3.00457 1.11998 -1.50 0.87 0.86
C 2.14221 -3.93568 0.90848 0.10 1.19 -0.59
C 1.84773 -5.23430 1.12045 1.10 -2.65 0.81
C 0.68450 -5.65116 1.75616 -0.21 0.29 -0.73
C -0.31025 -4.69074 2.00477 1.06 -0.67 -0.17
C -0.04937 -3.36143 1.71888 -0.49 0.73 -0.60
C 3.26350 -1.14343 0.86390 0.41 -0.14 0.88
C 4.02021 -0.90847 -0.25978 -0.40 0.56 -0.30
C 5.19367 -0.19497 -0.08604 1.00 0.02 -0.55
C 5.80854 -0.02476 1.15808 -0.79 0.12 -0.38
C 5.14181 -0.50707 2.28363 0.85 -0.79 1.06
C 3.85799 -1.05213 2.14905 -0.46 0.89 -0.92
C -1.14832 -2.15767 -1.98871 1.16 -0.24 0.33
C -0.49169 -3.39494 -2.16732 0.30 0.75 -0.02
C -1.24294 -4.53940 -2.35774 0.93 -0.01 -0.16
C -2.62118 -4.50120 -2.33076 -0.45 -0.18 0.56
C -3.26286 -3.32421 -2.05897 -0.67 1.18 0.45
C -2.51329 -2.12756 -1.93130 -1.58 0.59 -0.20
C 0.81290 -0.29882 -3.19522 -0.03 -0.31 -0.29
C 2.08611 0.27025 -3.10466 -0.17 -0.73 1.54
C 2.87573 0.25362 -4.21461 0.92 0.62 -1.14
C 2.45714 -0.38487 -5.38313 -0.20 0.59 0.85
C 1.13372 -0.76782 -5.50942 0.11 0.28 1.21
C 0.25277 -0.66174 -4.41876 0.88 0.35 -0.11
C -0.41130 3.21159 -1.77694 0.33 0.13 -0.23
C 0.23787 4.32791 -1.26443 -0.42 -0.15 0.11
C 0.52799 5.41617 -2.03728 0.87 0.26 -1.58
C 0.33627 5.34708 -3.46076 -0.65 1.15 1.42
C -0.16461 4.19276 -4.00144 -0.60 -1.26 1.47
C -0.59185 3.13069 -3.13898 0.38 0.59 -0.95
C -2.86424 2.26763 -0.82017 0.22 1.81 -0.33
C -3.25312 3.58705 -0.56305 1.08 1.11 1.46
C -4.54457 3.89011 -0.12869 0.00 -1.57 -0.86
C -5.50757 2.87863 -0.16581 1.06 -0.50 -0.35
C -5.14927 1.60427 -0.60166 -0.23 0.12 0.07
C -3.84837 1.34047 -0.98515 -0.22 -1.32 0.33
H 3.11246 -3.61115 0.62718 0.73 0.02 -0.55
H 2.64660 -5.97346 0.90767 -0.65 0.42 0.22
H 0.59722 -6.72080 1.97704 -0.36 0.55 0.00
H -1.25056 -5.01283 2.38769 -0.53 0.10 0.45
H -0.81571 -2.59504 1.91188 0.39 -0.30 -0.04
H 3.64334 -1.16778 -1.24920 0.06 0.42 0.22
H 5.60036 0.26763 -0.98671 0.37 -0.35 0.25
H 6.73641 0.54617 1.24464 -0.33 -0.30 -0.01
H 5.69442 -0.48777 3.28210 -1.25 0.10 -1.37
H 3.21980 -1.23610 2.98945 -0.03 -0.13 0.63
H 0.59294 -3.44741 -2.18155 -0.10 0.01 0.08
H -0.70967 -5.46937 -2.50325 -0.08 -0.04 -0.04
H -3.22820 -5.38838 -2.39957 0.15 -0.30 -0.17
H -4.36483 -3.33261 -1.85945 1.18 0.29 -0.49
H -3.05129 -1.17405 -1.86674 0.42 -0.61 0.30
H 2.52063 0.52544 -2.12254 -0.52 0.21 -0.65
H 3.83788 0.78833 -4.24584 -0.36 -0.59 0.37
H 3.20997 -0.49789 -6.13220 -0.06 -0.14 -0.75
H 0.79819 -1.19068 -6.40762 -0.56 -0.37 -1.17
H -0.81482 -0.76659 -4.54686 -0.03 -0.64 0.12
H 0.45477 4.36844 -0.23907 0.20 -0.04 1.40
H 1.04089 6.25505 -1.54410 -0.51 -0.23 -0.49
H 0.33237 6.26444 -4.07389 0.72 -0.61 0.32
H -0.31477 4.09556 -5.05235 -0.18 -0.04 -0.54
H -1.08789 2.28120 -3.56823 -0.14 -0.30 -0.18
H -2.47499 4.38827 -0.49531 -0.71 -0.81 -0.03
H -4.82561 4.82512 0.28519 0.08 0.91 -0.05
H -6.50484 3.07767 0.12079 -0.85 0.15 0.48
H -5.79835 0.72616 -0.53811 -0.17 0.64 -0.24
H -3.65783 0.33794 -1.31377 0.38 -0.08 0.24
C -1.11052 2.63015 3.75967 0.13 -0.55 0.16
H -0.45799 3.38438 4.18739 0.20 0.02 0.37
H -1.55339 1.94959 4.53855 0.69 1.10 -0.62
H -1.93960 3.15704 3.29836 -0.26 0.05 -0.42
I 3.41460 2.71351 1.44013 -0.26 -0.12 -0.48
C 1.78003 2.40821 2.82948 -0.25 1.12 0.42
H 1.63727 3.47008 3.14834 -0.14 -1.04 -0.10
H 2.27856 1.85615 3.62306 -0.08 0.03 0.20
```
Forces are in eV/Å.

Its highest occupied orbital energy (spin up / spin down) is -5.8 / -6.4 eV. For the electronic energy, the calculation gives -3817.57389 Eh. The calculation puts the LUMO energy (spin up / spin down) at -1.1 / -1.1 eV. As for the energy relative to the best compared isomer or geometry (same formula, charge and spin): 0.8904 eV. Its net charge is 0. The value obtained for the gap between HOMO and LUMO (spin up / spin down) is 4.66 / 5.30 eV. As for the spin multiplicity: 3.

Density functional theory data (ωB97M-V/def2-TZVPD) for a molecular structure, C24H25N5O4W.

Geometry as XYZ:
```
59
Properties=species:S:1:pos:R:3:forces:R:3
W -0.00370 -0.46454 0.44606 0.20 -1.22 -0.70
C -4.40367 -0.55897 0.24481 0.08 -0.12 0.07
C -4.70747 0.71818 -0.18038 0.01 0.16 -0.05
C -3.67843 1.64369 -0.34435 -0.22 -0.02 -0.02
C -2.38820 1.25364 -0.08634 0.46 0.30 -0.13
N -2.08968 0.00480 0.34423 -0.40 0.08 0.40
C -3.08157 -0.87517 0.51878 -0.16 0.06 0.03
C -1.20156 2.14634 -0.26128 -0.49 -0.24 0.10
C -1.24571 3.51000 -0.42014 0.06 0.16 -0.04
C -0.04192 4.20482 -0.46905 -0.05 0.04 0.00
C 1.16751 3.53664 -0.34253 0.02 0.04 -0.02
C 1.14842 2.16607 -0.19613 0.34 -0.05 0.01
N -0.02340 1.50226 -0.18904 -0.04 0.13 0.01
C 2.34287 1.30226 0.00328 -0.32 0.15 0.01
C 3.63992 1.72230 -0.16944 0.15 0.08 -0.08
C 4.67610 0.80765 -0.00659 -0.01 0.10 -0.01
C 4.37692 -0.49354 0.34554 -0.04 -0.11 0.06
C 3.05260 -0.84139 0.55991 0.11 0.06 0.03
N 2.05496 0.03209 0.37912 0.37 0.05 0.39
H -5.17186 -1.30634 0.38409 0.01 0.01 0.00
H -5.73106 1.00207 -0.38567 0.01 0.00 0.00
H -3.88899 2.64705 -0.68510 -0.03 -0.02 0.00
H -2.79860 -1.84916 0.89225 0.01 -0.04 0.01
H -2.18851 4.03488 -0.46270 0.03 0.02 -0.01
H -0.04963 5.28179 -0.57487 0.00 -0.01 0.00
H 2.10067 4.08019 -0.33070 -0.03 0.03 -0.01
H 3.84961 2.74493 -0.44909 0.02 -0.03 -0.01
H 5.70190 1.11808 -0.15306 -0.01 -0.01 0.00
H 5.15256 -1.23365 0.48233 -0.01 0.00 0.00
H 2.76873 -1.82934 0.89556 -0.01 -0.04 0.00
C -2.21422 -1.84162 4.50323 -0.02 0.04 0.01
C -0.79607 -2.26372 4.86128 -0.02 -0.01 0.06
C 0.29041 -1.24619 4.45377 -0.02 0.18 -0.07
C 1.68700 -1.81034 4.79388 0.03 -0.01 0.06
C 2.84617 -0.89803 4.41668 0.00 0.05 0.01
C 0.07807 0.03804 5.25410 -0.02 0.08 0.10
O 0.09114 0.04308 6.45257 0.01 -0.01 -0.05
N -0.13511 1.23081 4.55162 -0.02 -0.12 -0.09
C -0.19279 1.39257 3.18974 0.17 0.14 0.21
O -0.38634 2.45762 2.65096 -0.04 -0.10 -0.05
N 0.01132 0.22732 2.45419 -0.12 0.35 -0.04
C 0.19930 -0.96565 2.99313 0.03 -0.26 0.11
O 0.28041 -1.85535 2.08888 -0.10 0.05 -0.10
H -2.92200 -2.62514 4.76921 0.01 0.01 0.01
H -2.32671 -1.65201 3.43120 0.01 -0.01 -0.02
H -2.51361 -0.93967 5.04201 0.02 -0.01 -0.02
H -0.54161 -3.22083 4.40473 -0.03 0.01 -0.04
H -0.70706 -2.37924 5.94168 0.01 -0.05 -0.01
H 1.77443 -2.78337 4.30822 0.02 0.01 -0.03
H 1.68588 -1.97983 5.87096 0.01 -0.05 -0.01
H 2.84652 -0.64929 3.35054 -0.01 -0.01 0.00
H 3.79663 -1.38193 4.63754 -0.01 0.00 0.01
H 2.82219 0.03709 4.98077 -0.01 -0.02 -0.02
H -0.27437 2.06157 5.11274 -0.01 0.02 0.03
C 0.00056 -3.21929 -1.17030 -0.03 0.20 0.08
O -0.04053 -1.87240 -0.66336 0.06 0.01 -0.17
H 0.05996 -3.15579 -2.25162 0.00 -0.04 -0.05
H -0.90435 -3.73244 -0.86099 -0.04 -0.02 0.00
H 0.87447 -3.71779 -0.76265 0.04 -0.01 0.03
```
Forces are in eV/Å.

Its highest occupied orbital energy (spin up / spin down) is -13.8 / -13.8 eV. For the electronic energy, the calculation gives -1571.03242 Eh. The calculation puts the LUMO energy (spin up / spin down) at -7.5 / -7.5 eV. Its net charge is +2. The value obtained for the gap between HOMO and LUMO (spin up / spin down) is 6.26 / 6.27 eV.

Density functional theory data (ωB97M-V/def2-TZVPD) for 2 unconnected molecules or ions with the total composition C6H12NO4P.

Geometry as XYZ:
```
24
Properties=species:S:1:pos:R:3:forces:R:3
C -0.19960 -0.19112 -1.70544 -2.03 -1.33 -0.74
C -0.50765 -1.54703 1.86199 1.91 -2.52 -1.71
C -1.23489 -1.17162 -2.34082 3.15 -1.68 2.22
C 1.02560 -3.05355 0.33930 -2.13 0.07 1.61
C -1.68036 1.62918 2.53581 0.68 0.14 -0.59
C 2.01466 2.43787 -0.51788 0.66 1.83 -1.35
N 0.16875 -2.30133 1.22466 -2.20 2.81 1.37
O 0.86483 0.07163 -2.16433 1.08 0.36 0.19
O -0.77710 0.31349 -0.59999 0.53 0.45 0.11
O -1.20740 1.87585 1.21351 -0.16 0.47 0.04
O 0.64777 2.42191 -0.13650 0.34 -0.93 0.47
P 0.06449 1.11963 0.64724 0.73 0.41 -0.53
H -1.90100 -0.61257 -2.85592 -2.17 1.62 -1.87
H -1.71717 -1.57588 -1.46554 -0.54 -0.37 0.07
H -0.80886 -2.01713 -2.92889 -0.07 1.02 0.24
H 0.68105 -2.98417 -0.66128 -0.41 0.16 -0.93
H 0.82815 -4.04331 0.72367 1.13 -0.67 -0.37
H 1.97030 -2.60764 0.43094 1.62 -0.15 0.12
H -2.66763 1.33347 2.37667 -1.72 -0.69 0.28
H -1.67433 2.52153 3.13444 0.27 0.51 0.11
H -1.11098 0.84196 2.98245 0.24 -0.46 0.52
H 2.30671 3.50013 -0.46243 0.07 -0.42 0.26
H 2.10606 2.19541 -1.56222 -0.26 -0.24 -0.56
H 2.80858 1.84329 -0.06943 -0.71 -0.40 1.04
```
Forces are in eV/Å.

Its highest occupied orbital energy is -9.2 eV. For the electronic energy, the calculation gives -932.86583 Eh. The calculation puts the LUMO energy at 0.8 eV. As for the energy relative to the best compared isomer or geometry (same formula, charge and spin): 3.0917 eV. Its net charge is 0. The value obtained for the gap between HOMO and LUMO is 9.95 eV.

- Which of these has the highest electronic energy?
  C6H12NO4P

- Which of these has the highest electronic energy?
  C6H12NO4P

- electronic energy of number 2 (C40H36IMoN13S3)?
  -3817.57389 Eh